1.
Entry from OMol25: a molecular structure, C37H16AsF9N4OSW (ωB97M-V/def2-TZVPD).

```
70
Properties=species:S:1:pos:R:3
W 0.80 0.11 1.13
S 2.99 0.66 0.39
C 3.88 -0.72 -0.30
C 5.27 -0.62 -0.40
C 5.99 -1.65 -0.97
C 5.36 -2.78 -1.46
C 3.98 -2.88 -1.38
C 3.25 -1.85 -0.80
As 1.35 -1.86 -0.58
C 0.71 -0.69 -2.02
C 1.56 0.12 -2.75
C 1.05 0.96 -3.73
C -0.32 0.99 -3.97
C -1.17 0.17 -3.25
C -0.66 -0.67 -2.27
C 0.69 -3.59 -1.14
C 0.53 -3.88 -2.49
C 0.06 -5.12 -2.87
C -0.25 -6.07 -1.91
C -0.09 -5.78 -0.56
C 0.38 -4.54 -0.17
H 5.77 0.26 -0.03
H 7.07 -1.57 -1.04
H 5.93 -3.59 -1.90
H 3.46 -3.76 -1.75
H 2.63 0.11 -2.56
H 1.71 1.60 -4.29
H -0.72 1.65 -4.73
H -2.24 0.19 -3.44
H -1.33 -1.32 -1.72
H 0.76 -3.13 -3.24
H -0.07 -5.35 -3.92
H -0.63 -7.04 -2.21
H -0.34 -6.52 0.19
H 0.50 -4.31 0.88
F -5.15 -3.83 1.39
C -4.16 -2.94 1.27
C -2.93 -3.19 1.84
F -2.73 -4.32 2.52
C -1.90 -2.28 1.71
F -0.73 -2.53 2.31
C -2.07 -1.09 1.00
O -1.10 -0.19 0.83
C -3.32 -0.86 0.43
F -3.52 0.26 -0.27
C -4.35 -1.77 0.56
F -5.54 -1.52 0.00
F -2.07 1.88 2.50
C -1.54 3.06 2.21
C -2.34 4.12 2.09
F -3.66 3.96 2.24
C -1.84 5.45 1.79
C -0.39 5.55 1.73
C 0.40 4.49 1.87
F 1.72 4.64 1.80
C -0.05 3.08 2.06
C 0.59 2.44 3.28
C 0.86 1.14 3.13
N 1.08 -0.08 3.08
C 0.70 3.12 4.52
N 0.76 3.69 5.52
F 0.15 6.75 1.52
C -2.66 6.52 1.58
C -2.19 7.84 1.28
N -1.91 8.93 1.03
C -4.09 6.44 1.61
N -5.24 6.47 1.58
C 0.40 2.23 0.81
H -0.36 2.31 0.02
H 1.31 2.69 0.43
```

Computed properties:
HOMO (alpha / beta)   -8.63 / -8.90 eV
ΔE to the lowest compared entry with this formula, charge and spin   20.70 kcal/mol
Spin multiplicity   3
F_max   0.8 eV/Å


2.
Entry from OMol25: a molecular structure, C37H24Br2I3N4O3V in a non-equilibrium geometry (ωB97M-V/def2-TZVPD).

```
74
Properties=species:S:1:pos:R:3
V 0.03 0.05 0.40
Br 0.62 7.34 2.80
C 0.47 5.49 2.36
C 0.65 4.53 3.35
C 0.57 3.19 3.03
C 0.31 2.79 1.72
O 0.33 1.51 1.40
C 0.06 3.76 0.75
C -0.41 3.41 -0.62
N -0.83 2.27 -0.94
C -1.19 1.96 -2.27
C -0.49 2.42 -3.35
C -0.77 1.95 -4.66
C -1.73 1.01 -4.87
C -2.48 0.51 -3.77
C -3.48 -0.48 -3.91
C -4.15 -0.92 -2.82
C -3.81 -0.38 -1.55
N -2.89 0.53 -1.38
C -2.22 0.98 -2.47
C 0.17 5.11 1.07
H 0.87 4.84 4.36
H 0.74 2.42 3.78
H -0.43 4.23 -1.35
H 0.34 3.09 -3.19
H -0.17 2.31 -5.49
H -1.93 0.63 -5.87
H -3.70 -0.87 -4.90
H -4.92 -1.68 -2.89
H -4.32 -0.73 -0.66
H 0.00 5.86 0.31
Br 3.51 1.36 0.53
C 3.29 0.48 2.20
C 4.09 0.96 3.20
C 4.25 0.23 4.40
C 3.69 -1.00 4.49
C 2.86 -1.51 3.46
C 2.38 -2.84 3.56
C 1.59 -3.35 2.59
C 1.14 -2.50 1.55
C 1.48 -1.17 1.39
C 2.52 -0.73 2.32
H 4.64 1.87 3.03
H 4.87 0.63 5.19
H 3.87 -1.63 5.36
H 2.66 -3.43 4.43
H 1.22 -4.37 2.65
H 0.37 -2.93 0.91
I 3.21 1.33 -3.50
C 1.92 -0.28 -3.31
C 1.82 -1.23 -4.35
C 0.95 -2.28 -4.27
I 0.87 -3.64 -5.84
C 0.11 -2.43 -3.13
C -0.87 -3.43 -2.94
C -1.64 -3.43 -1.81
C -1.44 -2.43 -0.84
N -0.53 -1.50 -0.97
C 0.24 -1.49 -2.10
C 1.17 -0.39 -2.15
O 1.20 0.40 -1.13
H 2.44 -1.11 -5.23
H -1.01 -4.19 -3.70
H -2.39 -4.18 -1.64
H -2.01 -2.42 0.08
N -0.81 -1.01 3.66
C -1.74 -1.07 2.68
O -1.44 -0.68 1.50
C -3.02 -1.60 2.93
I -2.71 -4.37 2.59
H 0.14 -0.90 3.35
H -0.94 -1.67 4.41
H -3.76 -1.50 2.15
H -3.37 -1.72 3.94
```

Computed properties:
Net charge   -1
HOMO (alpha / beta)   -2.89 / -2.75 eV
ΔE to the lowest compared entry with this formula, charge and spin   0.00 kcal/mol
Spin multiplicity   2
F_max   3.7 eV/Å


3.
Entry from OMol25: a molecular structure, C37H25CdCl4GeN5O6S in a non-equilibrium geometry (ωB97M-V/def2-TZVPD).

```
80
Properties=species:S:1:pos:R:3
Cd 0.51 -0.46 -0.44
O 1.16 1.35 2.25
S 1.17 -0.09 2.23
O 2.23 -0.77 1.52
N -0.19 -0.67 1.61
C -1.41 -0.19 1.96
C -1.72 0.33 3.21
C -3.02 0.72 3.52
C -4.04 0.62 2.61
C -3.78 0.12 1.33
C -4.76 -0.02 0.32
C -4.42 -0.57 -0.88
C -3.09 -0.95 -1.11
N -2.14 -0.78 -0.22
C -2.46 -0.28 0.99
C 1.34 -0.68 3.93
C 1.60 0.20 4.96
C 1.83 -0.30 6.23
C 1.81 -1.67 6.45
C 1.53 -2.55 5.41
C 1.29 -2.05 4.14
H -0.94 0.43 3.95
H -3.22 1.11 4.51
H -5.05 0.91 2.87
H -5.77 0.29 0.53
H -5.16 -0.69 -1.66
H -2.80 -1.42 -2.04
H 1.62 1.25 4.74
H 2.03 0.37 7.06
H 2.02 -2.07 7.44
H 1.51 -3.61 5.58
H 1.08 -2.69 3.29
O 1.76 5.36 0.55
C 0.60 5.51 -0.04
O 0.01 6.57 -0.04
C 0.01 4.32 -0.71
C -1.17 4.34 -1.44
Cl -2.17 5.69 -1.67
N -1.42 3.08 -1.90
N -0.45 2.25 -1.47
C 0.42 2.96 -0.78
C 1.74 2.32 -0.41
O 2.64 3.04 0.05
O 1.88 1.11 -0.73
C -2.33 2.59 -2.86
C -3.22 3.39 -3.57
C -4.01 2.83 -4.56
C -3.94 1.48 -4.85
C -3.08 0.67 -4.11
C -2.29 1.23 -3.13
H 2.16 4.43 0.42
H -3.29 4.45 -3.38
H -4.67 3.47 -5.12
H -4.54 1.05 -5.64
H -3.00 -0.38 -4.31
H -1.60 0.61 -2.58
C 5.43 -0.29 -1.05
C 5.53 -1.40 -0.22
C 4.49 -2.31 -0.18
C 3.37 -2.08 -0.97
N 3.29 -1.02 -1.76
C 4.28 -0.14 -1.80
C 2.23 -3.02 -0.97
C 2.45 -4.40 -1.09
C 1.40 -5.29 -1.01
C 0.12 -4.82 -0.79
C -0.13 -3.46 -0.73
C 0.92 -2.56 -0.83
H 6.23 0.44 -1.10
H 6.42 -1.56 0.38
H 4.54 -3.17 0.47
H 4.13 0.69 -2.47
H 3.46 -4.76 -1.26
H 1.58 -6.35 -1.14
H -0.70 -5.52 -0.67
H -1.14 -3.10 -0.60
Cl 0.70 1.07 -4.63
Ge 1.08 -0.71 -3.24
Cl 2.41 -1.93 -4.61
Cl -0.88 -1.88 -3.71
```

Computed properties:
Net charge   -1
HOMO (alpha / beta)   -5.56 / -5.73 eV
ΔE to the lowest compared entry with this formula, charge and spin   36.62 kcal/mol
Spin multiplicity   2
F_max   1.5 eV/Å


4.
Entry from OMol25: a molecular structure, C37H25Cl2F6I2N6O5PRb in a non-equilibrium geometry (ωB97M-V/def2-TZVPD).

```
85
Properties=species:S:1:pos:R:3
Rb -1.05 0.93 0.33
Cl 4.85 -3.11 5.08
C 3.60 -2.24 4.25
C 3.56 -0.84 4.36
C 2.58 -0.15 3.71
C 1.55 -0.78 2.91
O 0.70 -0.11 2.32
C 1.61 -2.24 2.88
C 0.59 -3.04 2.28
N -0.52 -2.64 1.81
C -1.56 -3.46 1.56
C -1.97 -4.41 2.51
C -3.09 -5.21 2.31
C -3.83 -5.11 1.16
C -3.47 -4.17 0.17
C -4.18 -4.05 -1.04
C -3.79 -3.11 -1.95
C -2.68 -2.30 -1.64
N -1.98 -2.41 -0.55
C -2.34 -3.32 0.37
C 2.65 -2.91 3.52
H 4.32 -0.34 4.94
H 2.55 0.93 3.77
H 0.82 -4.12 2.29
H -1.40 -4.49 3.43
H -3.36 -5.93 3.08
H -4.69 -5.74 0.99
H -5.02 -4.71 -1.22
H -4.30 -2.97 -2.89
H -2.35 -1.54 -2.34
H 2.70 -3.99 3.45
Cl 3.76 7.02 -4.04
C 3.13 5.59 -3.28
C 3.38 4.34 -3.88
C 2.89 3.21 -3.32
C 2.07 3.22 -2.12
O 1.58 2.18 -1.67
C 1.91 4.53 -1.50
C 1.29 4.66 -0.21
O 0.95 3.79 0.55
C 2.42 5.68 -2.12
H 3.98 4.30 -4.78
H 3.08 2.24 -3.76
H 1.17 5.73 0.09
H 2.25 6.64 -1.65
I -2.68 1.98 -5.40
C -1.58 0.24 -4.97
C -1.52 -0.78 -5.88
C -0.80 -1.92 -5.59
I -0.88 -3.52 -7.00
C -0.08 -2.05 -4.39
C 0.74 -3.14 -4.06
C 1.40 -3.17 -2.86
C 1.27 -2.07 -2.00
N 0.51 -1.04 -2.28
C -0.16 -1.00 -3.43
C -0.98 0.20 -3.67
O -1.17 1.09 -2.83
H -2.04 -0.69 -6.83
H 0.84 -3.95 -4.77
H 2.04 -4.00 -2.59
H 1.82 -2.02 -1.07
F -2.85 0.58 2.04
P -4.08 1.61 1.77
F -3.32 2.76 2.63
F -4.85 0.46 0.89
F -4.83 1.09 3.11
F -5.32 2.64 1.49
F -3.34 2.15 0.41
C 6.32 -2.84 1.76
N 5.47 -1.73 1.45
C 5.65 -0.53 2.05
C 4.85 0.52 1.77
C 3.79 0.32 0.82
N 3.62 -0.86 0.25
C 4.38 -1.91 0.53
O 4.23 -3.02 0.05
N 3.00 1.32 0.48
H 7.37 -2.53 1.77
H 6.16 -3.59 0.99
H 6.07 -3.27 2.73
H 6.46 -0.47 2.76
H 4.99 1.48 2.25
H 3.02 2.21 0.95
H 2.26 1.21 -0.21
```

Computed properties:
Net charge   -2
HOMO (alpha / beta)   -2.29 / -2.29 eV
ΔE to the lowest compared entry with this formula, charge and spin   19.80 kcal/mol
Spin multiplicity   2
F_max   1.8 eV/Å